Record 1
CH3IN2O2 | ωB97M-V/def2-TZVPD

```
! RIJCOSX wB97M-V def2-TZVPD def2/J DEFGRID3
* xyz 0 1
I 3.63525 0.46017 -0.66118
O 1.40330 -2.75622 0.52397
O 3.27369 -1.29711 -0.48992
N 0.79590 -0.48711 0.13482
N -0.15748 0.55643 -0.02116
C 0.99550 -1.65318 0.32834
H 4.46598 0.90293 0.76933
H 0.21369 1.33154 -0.62185
H -0.29554 0.97546 1.00252
*
```

Results
Energy ... -597.3889 hartree
LUMO energy ... -0.0082 Ha
Frontier orbital gap ... 8.86 eV
Relative energy (zero: lowest compared OMol25 entry of this formula, charge and spin) ... 106.7 kcal per mole
Highest occupied orbital energy ... -9.08 eV

=====

Record 2
C31H56N10O2P2 | ωB97M-V/def2-TZVPD

```
! RIJCOSX wB97M-V def2-TZVPD def2/J DEFGRID3
* xyz 0 1
P 1.86052 -0.40122 0.52691
P 2.98576 -1.16567 -1.22030
O 4.18299 1.18651 3.67990
O 4.55996 -0.42965 -1.33695
N 10.34299 -4.42452 0.38334
N -3.99482 -6.60548 -0.36200
N 1.17266 -5.54665 -1.81930
N -1.03690 -7.43744 -5.93339
N -6.71064 5.31327 -1.87109
N -0.60768 2.55112 6.54252
N 4.56889 6.11770 5.98015
N 3.32570 -2.91988 -0.96924
N -5.53902 -0.40471 -1.95444
N 7.05396 -4.13472 -2.23976
C -4.47687 3.82628 0.15012
C 1.93405 1.43601 6.36850
C -4.36573 2.37539 -0.62408
C -3.63527 1.19407 0.30841
C 10.25280 -3.18669 0.16000
C -0.97758 -1.05965 1.24235
C 0.54488 2.04552 6.46365
C -8.25657 6.64257 0.02027
C 2.97129 -0.41632 2.10874
C -2.05976 7.29103 -0.16638
C -2.52558 0.34579 -0.57142
C -3.40763 6.33800 -0.18285
C -7.41169 5.91601 -1.01348
C 3.70874 1.01717 2.41438
C 2.32522 -6.05224 -1.89817
C -2.14002 -1.12070 0.05109
C 0.46331 -1.70425 0.78758
C -2.93265 -6.80371 -1.01219
C -7.68939 0.31520 -3.56434
C -6.51412 -0.07824 -2.68440
C -1.65243 -7.04255 -1.79598
C 10.14420 -1.69470 -0.10929
C 7.09269 -4.75472 -1.14234
C -1.05518 7.00785 1.09794
C 4.45093 4.46728 3.74491
C 3.71439 -6.66175 -1.99332
C 7.13943 -5.50192 0.18048
C 4.51542 5.36928 4.96663
C -3.05017 -5.55552 -5.56023
C -3.09695 4.73501 0.04267
C -1.94981 -6.58409 -5.76425
H -8.44411 7.66907 -0.30641
H 3.59530 4.74326 3.12252
H -5.48875 2.05458 -0.86791
H -3.67630 -5.84289 -4.71111
H 3.77205 -1.29640 2.10274
H -3.07448 -1.73933 0.45246
H -3.78378 2.49168 -1.63591
H 1.86090 0.34570 6.32977
H 0.82749 -2.37048 1.70920
H 2.52732 1.72235 7.24134
H 0.36567 -2.46773 -0.11681
H -1.55904 0.97584 -0.82080
H -2.41756 8.42477 -0.05901
H -1.44914 7.16871 -1.16304
H -3.22475 1.61677 1.32181
H 2.27256 -0.64174 3.04067
H 4.30767 -6.37541 -1.12048
H -2.54519 4.62236 1.07301
H -3.67296 -5.49307 -6.45692
H -3.04707 0.13878 -1.62440
H -1.66893 -1.75104 -0.84648
H 9.60647 -1.20653 0.70825
H -0.06797 7.64143 0.89133
H -9.21353 6.12884 0.14730
H 7.99080 -5.15696 0.77360
H 11.14288 -1.25683 -0.19018
H -7.73382 6.66421 0.98042
H -0.90813 -6.28567 -1.53376
H 5.36703 4.57013 3.15687
H -1.50997 7.42923 2.09835
H 4.21637 -6.30610 -2.89728
H 7.24347 -6.57524 -0.00114
H -3.85410 6.42815 -1.28489
H -2.61085 -4.57389 -5.36275
H -1.25126 -8.03256 -1.56193
H 9.60323 -1.52302 -1.04389
H -1.39579 -1.77162 2.10437
H -7.33734 0.55431 -4.57157
H 6.21838 -5.32347 0.74212
H 4.21997 -3.11397 -1.49409
H 2.59901 -3.50980 -1.45991
H -4.76609 3.61700 1.26615
H -2.47293 4.27976 -0.85590
H 3.64124 -7.75206 -2.03205
H -8.19186 1.19143 -3.14535
H -0.90712 0.00918 1.72701
H 4.34302 3.42467 4.05660
H -8.40370 -0.51056 -3.62336
H -1.85595 -6.98532 -2.86879
H 2.43602 1.79166 5.46454
H -4.51584 0.42915 0.55401
H -0.75584 5.88255 1.23775
H 5.08070 -1.05407 -1.94821
H -5.32344 4.48144 -0.37585
H -4.19584 6.72972 0.62315
H 3.86155 1.88493 1.62350
*
```

Results
Energy ... -2594.9664 hartree
LUMO energy ... -0.0110 Ha
Frontier orbital gap ... 7.75 eV
Structure (SMILES) ... CCCCCCCCCCCP(CC=O)#P(N)O.CC#N.CC#N.CC#N.CC#N.CC#N.CC#N.CC#N.CC#N.CC#N
Highest occupied orbital energy ... -8.05 eV

=====

Record 3
C3H10N2O | ωB97M-V/def2-TZVPD

```
! RIJCOSX wB97M-V def2-TZVPD def2/J DEFGRID3
* xyz 1 2
O 0.20273 0.33113 3.14719
N -1.66450 0.18857 1.79437
N 0.79729 -0.55298 -0.81322
C 0.43799 -0.68777 -2.31083
C 1.09226 0.86823 -0.46001
C -0.69570 -0.31230 2.66595
H 0.30531 1.69564 -0.86000
H -0.06254 -1.67871 -2.63079
H -0.31287 0.09297 -2.66481
H 2.00977 1.11997 -0.92657
H 1.27059 -0.66515 -3.03074
H -1.50588 1.13200 1.40568
H -0.83176 -1.31135 2.91481
H -0.06382 -0.87910 -0.24314
H -2.29713 -0.41345 1.33274
H 1.31827 1.07229 0.67937
*
```

Results
Energy ... -304.6752 hartree
LUMO energy (spin up / spin down) ... -0.1307 / -0.3292 Ha
Frontier orbital gap (spin up / spin down) ... 10.22 / 4.82 eV
Expectation value of S² ... 0.75
Relative energy (zero: lowest compared OMol25 entry of this formula, charge and spin) ... 69.1 kcal per mole
Highest occupied orbital energy (spin up / spin down) ... -13.78 / -13.77 eV

=====

Record 4
C3H9N3O | ωB97M-V/def2-TZVPD

```
! RIJCOSX wB97M-V def2-TZVPD def2/J DEFGRID3
* xyz 0 1
O -1.30362 -1.40697 -0.58948
N -0.65140 -0.69217 1.50731
N 1.61071 0.61856 -0.45655
N 0.57131 1.29226 -1.13755
C 1.07846 -0.70857 -0.28369
C -0.73326 0.91792 -0.45163
C -0.47812 -0.49746 0.07835
H -1.62236 -0.55454 1.76497
H -0.07795 -0.05350 2.04383
H 1.79001 1.03391 0.46867
H 1.60616 -1.26945 0.48393
H -0.97938 1.60605 0.36870
H 1.10924 -1.22133 -1.24566
H 0.75208 2.29032 -1.14375
H -1.14955 -2.27862 -0.20611
H -1.52234 0.92359 -1.20134
*
```

Results
Energy ... -359.1696 hartree
LUMO energy ... 0.0324 Ha
Frontier orbital gap ... 9.23 eV
Structure (SMILES) ... NC1(O)CNNC1
Relative energy (zero: lowest compared OMol25 entry of this formula, charge and spin) ... 47.0 kcal per mole
Highest occupied orbital energy ... -8.34 eV

=====

Record 5
C19H37BF7N8O6 | ωB97M-V/def2-TZVPD

```
! RIJCOSX wB97M-V def2-TZVPD def2/J DEFGRID3
* xyz 1 1
F -9.54003 -3.50113 2.19650
F 3.72175 2.89900 3.87397
F -8.91521 -3.64502 0.13077
F -10.06502 -1.93241 0.79995
F -3.19855 0.79564 -1.14243
F -3.28936 2.86898 -1.77573
F -4.79950 2.07427 -0.45216
O -4.15849 1.39392 -3.80171
O -7.23548 -1.61974 0.39363
O 2.26752 -0.32487 -3.17938
O -7.45124 -1.86264 2.62520
O -6.02876 1.02453 -2.59011
O 3.20552 -2.15916 -2.00032
N 0.51192 0.44201 0.76591
N 6.23439 -2.55082 2.11321
N 4.13250 -2.25486 0.89855
N 6.16216 -2.73900 -0.23757
N -0.45277 2.55955 0.19127
N 3.15258 1.60130 1.49889
N 4.72343 0.33868 0.80348
N -0.13986 1.01866 -1.53677
C 4.73179 0.82321 3.28278
C 4.27324 0.19046 -1.68904
C -4.82184 0.97970 -5.02147
C -7.82012 -2.04452 1.50426
C -4.83824 -1.76250 0.78690
C -6.03052 -0.85380 0.57452
C 3.90416 1.58725 4.31592
C 5.89929 -0.51512 0.81790
C -5.63189 2.11138 -5.61114
C 2.95009 1.46305 0.14656
C -4.03537 1.80587 -1.50322
C -4.89020 1.36363 -2.70634
C 2.56389 0.96441 4.64294
C 1.81645 2.11958 -0.55828
C 3.95006 0.66129 -0.31172
C -9.11403 -2.80535 1.15084
C 0.41075 1.48904 -0.28185
C 5.58855 -2.04146 0.90548
C 4.20855 0.90439 1.89310
B 3.20429 -0.80105 -2.32654
H -3.92462 -1.17020 0.84418
H -6.05689 1.80346 -6.56518
H -6.15876 -0.15771 1.40227
H 1.66951 -1.03943 -3.43267
H -1.13426 0.85345 -1.43020
H 4.48310 1.63791 5.23858
H -5.00285 2.98641 -5.77407
H 2.70630 -0.03551 5.04959
H -5.43652 0.10441 -4.81777
H 0.28831 0.14098 -1.80670
H 6.50623 -0.21835 1.66989
H 6.83560 -3.42755 0.06470
H 6.60167 -2.11454 -0.89445
H 2.54895 2.16817 2.06822
H -1.33972 2.19901 0.52381
H 5.21605 -0.35163 -1.65084
H -4.93902 -2.33380 1.70910
H 1.90208 0.89495 3.78030
H 2.00837 2.06715 -1.62637
H 5.75210 1.21149 3.31071
H 2.05378 1.55085 5.40439
H -0.30720 0.44300 1.35470
H -0.00915 3.04047 0.96293
H 4.77772 -0.20431 3.64454
H 6.11179 -3.55874 2.13754
H 0.65078 -0.48507 0.38793
H -4.01656 0.68434 -5.68938
H 3.94549 -2.61138 -2.41913
H 4.41270 1.05725 -2.33670
H 3.89751 -2.90674 0.16475
H -4.74766 -2.46965 -0.03834
H 1.74543 3.16722 -0.27078
H 3.79833 -2.59659 1.78740
H 5.75715 -2.20567 2.93861
H -6.44708 2.39893 -4.94824
H -5.92322 -0.27555 -0.33839
H 6.49888 -0.29936 -0.06069
*
```

Results
Energy ... -2359.5688 hartree
LUMO energy ... -0.0819 Ha
Frontier orbital gap ... 9.45 eV
Highest occupied orbital energy ... -11.67 eV

=====

Record 6
C5H9Br2N2 | ωB97M-V/def2-TZVPD

```
! RIJCOSX wB97M-V def2-TZVPD def2/J DEFGRID3
* xyz 1 1
Br 3.63334 1.16368 0.16152
Br 2.24706 -2.34282 0.02261
N -1.04023 0.27903 0.99956
N 0.88092 -1.05548 -0.32294
C 0.96631 0.30342 -0.12562
C -0.47593 -1.40801 -0.78554
C -1.12630 -0.06853 -0.51208
C -0.13937 0.89006 -1.14237
C 0.41548 0.75503 1.21605
H -1.61804 1.15675 1.39240
H -0.80534 -2.18018 -0.17687
H -2.24941 0.17476 -0.67152
H -0.31166 1.95114 -1.01156
H 0.01106 0.58462 -2.23405
H -1.36593 -0.49562 1.73956
H 0.61659 1.84541 1.30308
H 0.99159 0.19761 1.91090
H -0.63011 -1.75087 -1.76312
*
```

Results
Energy ... -5453.0233 hartree
LUMO energy (spin up / spin down) ... -0.1935 / -0.2087 Ha
Frontier orbital gap (spin up / spin down) ... 7.68 / 7.03 eV
Relative energy (zero: lowest compared OMol25 entry of this formula, charge and spin) ... 119.1 kcal per mole
Highest occupied orbital energy (spin up / spin down) ... -12.95 / -12.71 eV

=====

Record 7
C3H13NO4 | ωB97M-V/def2-TZVPD

```
! RIJCOSX wB97M-V def2-TZVPD def2/J DEFGRID3
* xyz 0 1
O 2.35418 1.02340 -2.09849
O 2.70432 1.99898 1.34531
O -0.38508 2.31546 -1.91027
O 0.71480 -0.85531 1.93539
N -0.83504 -0.98167 0.25723
C 0.19280 -1.51669 1.06576
C -1.50721 -2.00437 -0.55754
C -1.73471 -0.08652 1.01966
H 2.39462 2.64798 1.99852
H -1.20927 0.17489 1.93664
H -1.00307 1.67183 -1.57308
H 0.63168 -2.47274 0.74932
H -2.13020 -2.71018 0.00208
H -2.59470 -0.51694 1.54779
H 0.43766 1.83305 -2.06694
H -1.98016 0.68513 0.33138
H 1.88708 1.47089 1.40966
H -0.73301 -2.72231 -0.85913
H -1.95378 -1.51150 -1.41249
H 2.13150 0.12540 -1.85882
H 2.61762 1.43121 -1.26198
*
```

Results
Energy ... -477.7873 hartree
LUMO energy ... 0.0156 Ha
Frontier orbital gap ... 10.61 eV
Structure (SMILES) ... CN(C)C=O.O.O.O
Relative energy (zero: lowest compared OMol25 entry of this formula, charge and spin) ... 44.1 kcal per mole
Highest occupied orbital energy ... -10.19 eV